No. 1
This record from OMol25 describes a molecular structure, C26H31BCrN17OS. The level of theory is ωB97M-V/def2-TZVPD.

```
78
Properties=species:S:1:pos:R:3:mulliken_charge:R:1
Cr -0.029 0.819 -0.074 -0.2607
C -0.493 -3.437 -1.007 -1.5034
C 0.124 -2.396 -0.304 -0.2907
N -0.152 -1.205 -0.886 1.1401
N -0.996 -1.452 -1.967 -2.0289
C -1.205 -2.798 -2.033 0.4270
B -1.536 -0.372 -2.861 -1.4199
N -0.394 0.644 -3.082 -0.0413
C 0.415 0.905 -4.142 0.2545
C 1.465 1.758 -3.760 -1.8703
C 1.247 2.017 -2.388 -0.4673
N 0.228 1.246 -1.970 0.6169
N -2.475 0.364 -1.895 -0.6276
C -3.714 0.854 -2.117 0.9254
C -4.101 1.683 -1.053 -2.1153
C -3.033 1.585 -0.135 -0.5056
N -2.005 0.858 -0.689 0.5476
N -2.120 -0.902 -4.127 1.8833
C -2.421 -0.112 -5.231 -1.2256
C -3.501 -0.692 -5.915 -0.1995
C -3.879 -1.809 -5.094 -1.3482
N -3.120 -1.899 -4.003 0.4278
H -0.326 -4.513 -0.910 0.3990
H 0.677 -2.406 0.622 0.4240
H -1.876 -3.210 -2.798 0.6408
H 0.223 0.464 -5.122 0.7360
H 2.309 2.123 -4.360 0.3755
H 1.777 2.682 -1.700 0.8919
H -4.287 0.552 -2.976 0.4659
H -4.994 2.279 -0.954 0.1807
H -2.883 1.981 0.842 0.7270
H -1.891 0.794 -5.420 0.3168
H -3.877 -0.438 -6.893 1.2544
H -4.677 -2.513 -5.244 0.4911
N -0.144 2.099 3.388 0.1523
C -0.354 2.938 2.323 0.0780
N -0.860 4.153 2.488 -0.6060
N -0.714 4.738 1.269 -0.8397
N -0.195 3.911 0.444 -0.5080
N -0.053 2.706 1.021 1.1479
C 0.361 0.808 3.495 -0.2949
N 0.164 0.153 4.623 -0.5143
N 0.510 -1.144 4.353 -0.8600
N 0.943 -1.252 3.141 -0.2637
N 0.965 -0.013 2.549 2.8874
H -0.284 2.574 4.284 0.3167
C -3.115 -2.718 1.412 -0.5245
S -3.317 -1.490 2.831 0.6934
C -4.757 -0.471 2.160 -0.8772
O -2.094 -0.611 2.678 -0.7820
H -3.852 -3.518 1.476 0.3982
H -2.101 -3.149 1.534 0.2172
H -3.197 -2.174 0.454 -0.1201
H -5.663 -0.794 2.748 0.3681
H -4.950 -0.625 1.080 0.1550
H -4.513 0.577 2.354 0.2989
C 3.112 2.157 1.608 -2.0701
C 3.004 0.674 1.138 3.4459
C 3.403 0.575 -0.381 -2.1880
C 1.536 0.191 1.325 -1.3708
C 4.010 -0.189 1.934 -0.2590
C 4.737 -1.216 1.294 -0.3928
C 5.668 -1.999 1.972 -0.8261
C 5.916 -1.779 3.330 -0.4259
C 5.230 -0.754 3.983 -0.7994
C 4.260 -0.008 3.319 -0.2587
H 2.431 2.830 1.064 0.2660
H 4.129 2.511 1.514 0.5200
H 2.880 2.270 2.675 0.3006
H 2.990 1.360 -1.040 -0.0022
H 3.099 -0.366 -0.844 0.3922
H 4.494 0.613 -0.447 0.6563
H 1.302 -0.665 0.648 -0.3335
H 4.581 -1.419 0.230 0.2838
H 6.160 -2.800 1.436 0.3795
H 6.646 -2.373 3.865 0.3616
H 5.423 -0.509 5.021 0.3651
H 3.733 0.744 3.901 0.2111
```

Its expectation value of S² is 8.776. The value obtained for the HOMO energy (alpha / beta) is 2.54 / -2.70 eV. Its multiplicity is 6. Its total charge is -2.

---

No. 2
This record from OMol25 describes C9H11ClN2O in the gas phase. The level of theory is ωB97M-V/def2-TZVPD.

```
24
Properties=species:S:1:pos:R:3:mulliken_charge:R:1
C 0.625 1.783 0.635 -0.9894
C 0.072 1.205 -0.425 0.7197
C 0.592 1.436 -1.822 -0.8239
C 1.634 0.445 -2.257 -0.0915
N 1.823 -0.719 -1.835 -0.4766
C 1.224 -1.428 -0.854 0.5130
Cl 0.182 -2.696 -1.510 -0.1692
C 1.496 -1.358 0.432 -0.2432
C 1.562 -1.513 1.684 0.4789
N 1.565 -1.700 2.892 -0.7098
O -1.009 0.385 -0.442 -0.2812
C -1.630 0.068 0.792 -0.0675
C -2.822 -0.825 0.498 -1.3163
H 1.464 2.440 0.518 0.2998
H 0.286 1.621 1.641 0.2917
H 1.006 2.440 -1.903 0.4241
H -0.244 1.347 -2.523 0.2671
H 2.292 0.771 -3.058 0.4100
H 2.082 -1.118 3.534 0.2602
H -0.913 -0.446 1.446 0.1200
H -1.951 0.996 1.282 0.4200
H -3.310 -1.103 1.427 0.4019
H -3.532 -0.304 -0.139 0.3183
H -2.493 -1.725 -0.015 0.2441
```

The SMILES is C=C(C/C=N\C(Cl)=C=C=N)OCC. The value obtained for the HOMO energy is -8.37 eV. Its total charge is 0.

---

No. 3
This record from OMol25 describes C7H7N3O2 in the gas phase. The level of theory is ωB97M-V/def2-TZVPD.

```
19
Properties=species:S:1:pos:R:3:mulliken_charge:R:1
C -0.272 1.226 -0.084 -1.4935
C -0.319 -0.264 -0.527 1.0808
C 0.894 -1.136 -0.124 -1.6559
C -1.567 -1.054 0.041 -0.6395
N -2.101 -1.667 -1.025 0.7737
O -2.952 -2.527 -0.989 -0.6800
O -1.532 -1.271 -2.315 -0.3747
C -0.523 -0.307 -2.083 1.5460
C -0.998 0.913 -2.713 -0.2365
N -1.725 1.649 -3.206 -0.4838
C 0.783 -0.524 -2.790 -0.2571
N 1.770 -0.831 -3.292 -0.4504
H -0.778 1.439 0.863 0.3693
H -0.979 1.739 -0.684 0.4203
H 0.745 1.617 0.027 0.3390
H 0.920 -2.095 -0.776 0.3714
H 0.907 -1.576 0.831 0.3975
H 1.826 -0.708 -0.429 0.4635
H -1.961 -1.000 1.013 0.5099
```

The SMILES is CC1(C)C=[N+]([O-])OC1(C#N)C#N. The value obtained for the HOMO energy is -9.63 eV. Its total charge is 0.

---

No. 4
This record from OMol25 describes C5H4Cl2O in the gas phase. The level of theory is ωB97M-V/def2-TZVPD.

```
12
Properties=species:S:1:pos:R:3:mulliken_charge:R:1
C 1.339 0.548 0.588 -0.8310
C 0.420 0.085 -0.168 0.4634
C -0.382 0.431 2.008 0.0143
C -0.852 -0.174 0.622 0.7296
C 0.355 -0.302 -1.603 -1.0090
O -0.714 0.573 3.127 -0.3163
Cl -2.328 0.960 0.247 -0.1840
Cl -1.359 -1.775 0.605 -0.1024
H 2.374 0.721 0.393 0.3746
H 0.419 -1.443 -1.817 0.2867
H 1.299 0.114 -2.073 0.3003
H -0.570 0.262 -1.928 0.2736
```

The value obtained for the HOMO energy (alpha / beta) is -9.03 / -9.03 eV. Its total charge is 0.

---

No. 5
This record from OMol25 describes C20H24N2O2 in the gas phase. The level of theory is ωB97M-V/def2-TZVPD.

```
48
Properties=species:S:1:pos:R:3:mulliken_charge:R:1
C -3.147 -3.733 -0.135 -0.9557
O -2.360 -2.937 0.716 -0.3984
C -1.044 -2.761 0.409 0.4821
C -0.330 -1.919 1.262 -0.0703
C 1.002 -1.654 1.034 0.4448
C 1.657 -2.214 -0.062 -1.0746
N 3.005 -1.907 -0.341 -0.1492
C 3.598 -0.713 0.070 0.3667
O 4.664 -0.705 0.657 -0.7147
N 2.926 0.418 -0.271 0.2680
C 1.968 0.520 -1.354 -0.6420
C 1.030 1.709 -1.116 -0.7999
C 0.871 1.923 0.388 1.6077
C -0.278 2.888 0.713 -1.3490
C -1.594 2.247 0.377 0.1758
C -2.299 2.595 -0.766 -0.3716
C -3.472 1.939 -1.099 -0.5974
C -3.951 0.919 -0.296 -0.5382
C -3.260 0.569 0.853 -0.6169
C -2.095 1.233 1.186 -0.0448
C 2.213 2.406 0.954 -0.8991
C 3.375 1.695 0.237 -1.0185
C 0.956 -3.086 -0.887 -0.4918
C -0.382 -3.358 -0.657 -0.7241
H -4.153 -3.704 0.281 0.2396
H -2.796 -4.771 -0.155 0.3730
H -3.165 -3.334 -1.154 0.3724
H -0.846 -1.493 2.107 0.5174
H 1.555 -1.018 1.709 0.4870
H 3.644 -2.690 -0.282 0.3361
H 2.506 0.647 -2.306 0.2667
H 1.386 -0.398 -1.416 0.2642
H 0.063 1.502 -1.575 0.4661
H 1.431 2.618 -1.568 0.2802
H 0.627 0.954 0.834 -0.6311
H -0.150 3.815 0.150 0.5115
H -0.244 3.128 1.778 0.3801
H -1.929 3.387 -1.402 0.3844
H -4.011 2.222 -1.993 0.3891
H -4.861 0.401 -0.561 0.4000
H -3.627 -0.227 1.484 0.3802
H -1.562 0.966 2.088 0.4311
H 2.250 2.206 2.025 0.3650
H 2.310 3.484 0.813 0.3145
H 3.739 2.305 -0.598 0.2889
H 4.210 1.511 0.914 0.4222
H 1.463 -3.548 -1.721 0.4320
H -0.895 -4.035 -1.323 0.4403
```

The SMILES is COc1ccc(NC(=O)N2CCC(Cc3ccccc3)CC2)cc1. The value obtained for the HOMO energy is -8.17 eV. Its total charge is 0.

---

No. 6
This record from OMol25 describes 6 unconnected molecules or ions with the total composition C20H56N4O8. The level of theory is ωB97M-V/def2-TZVPD.

```
88
Properties=species:S:1:pos:R:3:mulliken_charge:R:1
C 19.981 6.466 -15.398 -0.7088
O 18.827 5.624 -15.365 -0.2962
C 17.854 5.907 -16.311 -0.5288
C 16.430 5.628 -15.652 0.4372
C 16.185 4.139 -15.130 -1.2996
N 15.374 5.908 -16.633 -0.7877
H 19.939 7.428 -15.911 0.3247
H 20.803 5.840 -15.744 0.2357
H 20.145 6.758 -14.361 0.2436
H 17.872 6.954 -16.616 0.3144
H 18.081 5.256 -17.155 0.2677
H 16.135 6.199 -14.772 0.2661
H 17.040 3.856 -14.516 0.3229
H 15.994 3.593 -16.054 0.3643
H 15.346 4.250 -14.444 0.3384
H 14.527 5.621 -16.164 0.2694
H 15.132 6.883 -16.739 0.2372
C 12.827 20.339 -15.036 -0.6974
O 13.010 19.707 -13.700 -0.3920
C 12.392 18.415 -13.598 -0.8430
C 13.455 17.424 -13.241 0.3521
C 13.938 17.548 -11.804 -1.4408
N 14.583 17.400 -14.157 -0.7468
H 11.867 20.846 -15.126 0.2909
H 12.984 19.593 -15.815 0.3087
H 13.631 21.055 -15.210 0.2547
H 11.552 18.530 -12.913 0.4228
H 11.992 18.137 -14.573 0.4338
H 12.898 16.496 -13.370 0.3201
H 14.590 16.786 -11.376 0.4276
H 13.131 17.241 -11.140 0.3844
H 14.387 18.478 -11.456 0.2850
H 14.243 17.631 -15.079 0.2736
H 14.843 18.328 -13.856 0.3682
C 20.890 16.379 -6.015 -0.6642
O 21.572 15.074 -6.150 -0.3444
C 20.863 13.961 -6.558 -0.7306
C 20.227 14.019 -7.991 0.4264
C 19.391 12.778 -8.362 -1.4092
N 21.287 14.181 -9.043 -0.6587
H 20.505 16.697 -6.984 0.2841
H 21.557 17.194 -5.734 0.2528
H 20.180 16.290 -5.193 0.2902
H 21.503 13.078 -6.540 0.3573
H 20.031 13.671 -5.917 0.3585
H 19.447 14.779 -8.035 0.2571
H 20.028 12.010 -8.801 0.3172
H 18.781 12.989 -9.241 0.3404
H 18.790 12.419 -7.527 0.3681
H 21.864 13.364 -9.175 0.2699
H 21.995 14.741 -8.590 0.2863
C 20.054 21.200 -13.641 -0.7003
O 21.435 21.639 -13.814 -0.3712
C 22.397 20.645 -14.114 -0.6643
C 22.480 19.401 -13.091 0.5666
C 23.946 18.837 -13.065 -1.4691
N 21.630 18.305 -13.516 -0.6515
H 19.623 20.581 -14.429 0.2787
H 19.319 21.999 -13.543 0.2788
H 20.059 20.734 -12.655 0.2753
H 22.339 20.340 -15.158 0.3737
H 23.339 21.191 -14.078 0.2866
H 22.105 19.695 -12.111 0.2423
H 24.199 18.293 -13.975 0.3755
H 24.216 18.272 -12.173 0.3589
H 24.742 19.580 -13.121 0.3813
H 20.659 18.518 -13.695 0.2182
H 21.612 17.560 -12.834 0.2207
O 17.323 12.499 -15.065 -0.4982
C 18.678 12.502 -15.072 -0.2526
C 19.293 13.017 -16.382 -0.3451
O 20.672 13.289 -16.277 -0.4871
H 16.993 13.398 -14.995 0.3023
H 19.161 13.137 -14.330 0.2365
H 19.012 11.495 -14.820 0.2431
H 18.638 13.825 -16.709 0.3001
H 19.326 12.219 -17.124 0.1996
H 20.724 14.092 -15.753 0.2975
O 16.299 12.681 -24.533 -0.5434
C 16.108 12.523 -23.045 -0.2782
C 15.612 11.109 -22.721 -0.3813
O 14.304 10.909 -23.298 -0.5212
H 15.838 13.427 -24.923 0.2934
H 16.970 12.845 -22.460 0.2997
H 15.281 13.180 -22.776 0.2369
H 15.599 11.126 -21.632 0.2887
H 16.282 10.314 -23.049 0.2988
H 14.464 10.611 -24.196 0.3066
```

The SMILES is COC[C@H](C)N.COC[C@H](C)N.COC[C@H](C)N.COC[C@H](C)N.OCCO.OCCO. The value obtained for the HOMO energy is -9.21 eV. Its total charge is 0.